## P
# C9H19N2S

The ion C9H19N2S with charge +1 (ωB97M-V/def2-TZVPD, the Open Molecules 2025 dataset).

XYZ file:
```
31
Properties=species:S:1:pos:R:3
C -0.0819 -2.2131 1.7402
C 0.3431 -1.8887 0.3638
C -0.7379 -2.4029 -0.5657
C 1.8029 -2.2907 0.1963
N 0.3290 -0.3059 0.1399
C -0.2519 0.5178 1.1725
C -0.2693 2.0528 0.6512
N -0.0099 1.9845 -0.7114
C 0.9392 3.0801 -1.1692
C -1.2295 1.9868 -1.5980
C 0.5146 0.3243 -1.0127
S 1.1681 -0.0099 -2.3684
H -0.1269 -3.2562 1.6648
H 0.5703 -2.0328 2.5584
H -1.1961 -1.9312 1.9541
H -1.0902 -3.4777 -0.4771
H -0.4104 -2.3416 -1.6377
H -1.6559 -1.8009 -0.3876
H 2.0994 -2.2390 -0.8454
H 2.4610 -1.7738 0.8766
H 2.0076 -3.4569 0.5266
H 0.2819 0.5006 2.0882
H -1.3046 0.2537 1.3340
H -1.1832 2.6104 0.9196
H 0.6342 2.6016 1.2490
H 1.4651 3.4228 -0.3121
H 0.2808 3.7746 -1.6450
H 1.5501 2.5915 -1.8862
H -0.8499 1.7477 -2.5306
H -2.1067 1.3979 -1.2950
H -1.4716 3.0497 -1.6472
```

The SMILES is CC(C)(C)N1CC[N+](C)(C)C1=S. Its orbital gap is 10.029 eV. Its total charge is +1.

## Q
# C9H19N2S

The ion C9H19N2S with charge +1 (ωB97M-V/def2-TZVPD, the Open Molecules 2025 dataset).

XYZ file:
```
31
Properties=species:S:1:pos:R:3
C -2.1140 -1.6703 -2.0870
S -2.0227 0.0048 -1.4887
C -1.7255 0.0054 0.3701
C -2.5714 -1.0365 1.0551
C -1.9587 1.4400 0.9692
C -0.0535 -0.5013 0.3544
N 0.1161 -1.7844 0.5935
N 1.0663 0.1999 0.1376
C 1.1783 1.6591 -0.0749
C 2.7124 1.9790 -0.2782
C 3.3537 0.6922 -0.4124
C 2.3836 -0.3616 0.2708
H -1.3198 -2.3951 -1.8694
H -2.0126 -1.4106 -3.2126
H -3.0765 -2.0841 -2.1176
H -3.5801 -0.6056 1.3847
H -2.6338 -1.9394 0.5521
H -2.1140 -1.2122 2.0378
H -2.7999 1.4410 1.5556
H -1.0778 1.9512 1.4248
H -2.2374 2.0928 0.1246
H -0.6808 -2.4466 0.7442
H 0.9833 -2.3720 0.5595
H 0.7886 2.0582 0.8155
H 0.6135 1.8257 -0.9833
H 2.8797 2.4843 0.7361
H 2.8896 2.7872 -0.9784
H 3.5493 0.4113 -1.4657
H 4.3012 0.6157 0.1666
H 2.5267 -1.2719 -0.2372
H 2.6361 -0.5561 1.3531
```

The SMILES is CSC(C)(C)C(=[NH2+])N1CCCC1. Its orbital gap is 9.665 eV. Its total charge is +1.

Q is the most stable structure; the next one sits 22.9 kcal/mol above it.

## P
# C6H11NO

The ion C6H11NO with charge -1 (ωB97M-V/def2-TZVPD, the Open Molecules 2025 dataset).

XYZ file:
```
19
Properties=species:S:1:pos:R:3
C 0.8403 -2.6864 -0.3272
C 1.4702 -1.4166 0.3161
C 0.3943 -0.4008 0.6949
C 0.3669 0.8055 0.0413
C -0.8101 1.6203 -0.2418
C -0.8759 2.9752 -0.1676
O -2.0313 3.5935 -0.7396
N 0.6070 -3.8360 0.5272
H -0.0389 -2.4001 -0.9089
H 1.6098 -2.9959 -1.0596
H 2.1536 -1.6808 1.1356
H 2.0822 -1.0250 -0.4956
H -0.2041 -0.6363 1.5676
H 1.1947 1.1994 -0.5719
H -1.6626 1.0709 -0.6417
H -0.0751 3.7032 -0.0715
H -2.1795 4.4511 -0.3448
H 0.0881 -3.6520 1.3670
H 0.1406 -4.5965 0.0494
```

Its orbital gap (spin up / spin down) is 3.451 / 6.717 eV. Its total charge is -1. As for the expectation value of S²: 0.77. The spin multiplicity is 2.

## Q
# C6H11NO

The ion C6H11NO with charge -1 (ωB97M-V/def2-TZVPD, the Open Molecules 2025 dataset).

XYZ file:
```
19
Properties=species:S:1:pos:R:3
C -2.1830 -0.5096 0.8636
N -1.6572 -1.3085 -0.0422
C -1.0371 -0.6782 -1.2299
C 0.4680 -0.3260 -1.0207
C 0.8859 0.9030 -0.2867
C 2.3242 1.3739 -0.5338
C 3.3733 0.9056 0.3977
O -2.7330 -0.6913 1.9511
H -2.2318 0.5647 0.4462
H -1.2630 -1.4354 -1.9988
H -1.5462 0.2866 -1.5643
H 1.1470 -1.2130 -0.7209
H 0.8057 -0.0458 -1.9787
H 0.6732 0.5200 0.7563
H 0.0250 1.5559 -0.4658
H 2.3127 2.4421 -0.5733
H 2.8970 -0.0312 0.1375
H 4.4373 1.0617 0.1130
H 3.2192 0.9712 1.3949
```

Its orbital gap (spin up / spin down) is 6.876 / 6.160 eV. Its total charge is -1. As for the expectation value of S²: 0.75. The spin multiplicity is 2.

P is the most stable structure; the next one sits 5.2 kcal/mol above it.

## P
# C5H9NO4

An isolated molecule of C5H9NO4 (ωB97M-V/def2-TZVPD, the Open Molecules 2025 dataset).

XYZ file:
```
19
Properties=species:S:1:pos:R:3
N -0.6160 0.7216 0.9852
C -1.1483 -0.6268 0.7214
C -2.0365 -0.5926 -0.5130
O -3.1177 0.2719 -0.2380
C 0.0733 -1.5374 0.5204
C 1.0778 -0.8170 -0.3428
O 1.8024 -1.3530 -1.1454
C 1.0628 0.7256 -0.1874
O 0.8143 1.3892 -1.2067
O 2.0271 1.1250 0.6865
H -1.2795 1.4410 0.7004
H -0.3374 0.8372 1.9571
H -1.7440 -0.9839 1.5742
H -2.3752 -1.6190 -0.7290
H -1.4666 -0.2311 -1.3845
H -3.3662 0.7448 -1.0359
H 0.5520 -1.7364 1.4901
H -0.1992 -2.4967 0.0628
H 2.1709 2.0725 0.5601
```

The SMILES is N[C@@H](CO)CC(=O)C(=O)O. Its orbital gap is 9.633 eV. Its total charge is 0.

## Q
# C5H9NO4

A cluster of 2 separate species, C5H9NO4 in total (ωB97M-V/def2-TZVPD, the Open Molecules 2025 dataset).

XYZ file:
```
19
Properties=species:S:1:pos:R:3
C -1.7315 0.7708 -1.7577
C -1.4947 0.1401 -0.5960
C -1.2529 -1.3005 -0.3293
N -1.5453 0.9580 0.5970
O -1.6316 2.1384 0.3705
O -1.5664 0.4284 1.6710
H -1.6953 0.3089 -2.7114
H -1.9342 1.8003 -1.8767
H -0.6349 -1.2997 0.4587
H -0.7302 -1.8298 -1.1236
H -2.1647 -1.8508 -0.3595
O 1.4792 2.0842 0.6574
C 1.6413 1.4810 -0.5827
C 2.2409 0.3166 -0.7745
O 2.5710 -0.7450 0.1980
H 0.9816 2.9033 0.4805
H 1.6170 2.2394 -1.3802
H 2.3257 -0.1280 -1.8512
H 2.7981 -0.3878 0.9811
```

The SMILES is C=C(C)[N+](=O)[O-].O/C=C\O. Its orbital gap is 8.525 eV. Its total charge is 0.

P is the most stable structure; the next one sits 114.7 kcal/mol above it.

## P
# C7H28O7

A cluster of 7 separate species, C7H28O7 in total (ωB97M-V/def2-TZVPD, the Open Molecules 2025 dataset).

XYZ file:
```
42
Properties=species:S:1:pos:R:3
C 18.7642 -15.6266 -2.6299
O 19.2862 -14.3650 -3.1159
H 19.2221 -15.8094 -1.6578
H 17.6824 -15.6719 -2.5044
H 19.0978 -16.4223 -3.2960
H 18.9510 -14.3986 -4.0148
C 16.6847 -9.5172 -2.0642
O 15.3956 -9.1605 -1.6482
H 17.0271 -10.3083 -1.3971
H 16.7247 -9.8347 -3.1062
H 17.3399 -8.6887 -1.7950
H 15.4925 -8.9401 -0.7189
C 10.5378 -11.3814 2.6518
O 9.2646 -11.1202 2.0786
H 10.9943 -12.1620 2.0432
H 11.1820 -10.5023 2.6693
H 10.4522 -11.8399 3.6369
H 8.5938 -10.9521 2.7445
C 13.6022 -7.5933 -5.9661
O 13.1734 -6.9508 -7.1489
H 13.2245 -8.6158 -5.9633
H 14.6903 -7.5946 -5.9011
H 13.2426 -7.1524 -5.0364
H 13.2807 -7.5678 -7.8764
C 13.7073 -13.3182 -3.0691
O 14.0693 -13.3976 -1.7024
H 13.3335 -12.3272 -3.3264
H 14.5360 -13.4298 -3.7683
H 12.9797 -14.0934 -3.3095
H 14.5232 -12.5834 -1.4731
C 10.7034 -18.7388 -6.1696
O 10.9768 -18.7179 -7.5341
H 11.2701 -17.9953 -5.6092
H 9.6264 -18.6483 -6.0285
H 11.0401 -19.7088 -5.8038
H 10.3057 -19.2158 -8.0067
C 17.4078 -12.9335 -8.2497
O 17.8538 -13.9535 -7.3683
H 17.8173 -12.9811 -9.2587
H 16.3194 -12.9656 -8.2980
H 17.6306 -11.9194 -7.9180
H 18.0142 -14.7032 -7.9461
```

The SMILES is CO.CO.CO.CO.CO.CO.CO. Its orbital gap is 10.569 eV. Its total charge is 0.

## Q
# C7H28O7

A cluster of 7 separate species, C7H28O7 in total (ωB97M-V/def2-TZVPD, the Open Molecules 2025 dataset).

XYZ file:
```
42
Properties=species:S:1:pos:R:3
C -21.3635 -17.1651 -8.5408
O -21.5579 -17.5541 -7.1832
H -20.3346 -17.3602 -8.8588
H -22.0255 -17.7771 -9.1496
H -21.5720 -16.1065 -8.7100
H -20.9890 -16.9979 -6.6341
C -21.7150 -20.9473 -7.4639
O -22.7756 -20.0660 -7.7660
H -21.6772 -21.2085 -6.4010
H -21.8573 -21.8601 -8.0420
H -20.7480 -20.5074 -7.7369
H -22.4930 -19.1765 -7.5131
C -19.7257 -16.6604 -4.3868
O -19.7547 -15.9832 -5.6363
H -18.7118 -16.7860 -4.0007
H -20.3342 -16.1370 -3.6458
H -20.1282 -17.6618 -4.5344
H -19.1671 -15.2236 -5.6271
C -23.4688 -16.9556 -11.8593
O -24.5568 -16.5427 -11.0448
H -23.0901 -17.9430 -11.5674
H -23.7851 -17.0336 -12.9048
H -22.6464 -16.2529 -11.7629
H -25.2519 -17.1979 -11.1471
C -21.3939 -13.4400 -6.9591
O -21.2763 -13.0932 -5.5839
H -21.3235 -12.5321 -7.5515
H -20.5722 -14.1011 -7.2642
H -22.3097 -13.9951 -7.1707
H -21.6787 -13.8031 -5.0770
C -21.3306 -20.8327 -11.1278
O -21.5995 -22.2212 -10.9963
H -20.3508 -20.6404 -11.5818
H -22.0686 -20.3714 -11.7791
H -21.3518 -20.3427 -10.1504
H -20.8544 -22.6040 -10.5259
C -17.6806 -18.8043 -10.0506
O -18.6622 -18.2404 -10.9264
H -17.4342 -18.0383 -9.3145
H -18.1021 -19.6511 -9.5030
H -16.7683 -19.0784 -10.5788
H -18.6201 -18.7523 -11.7391
```

The SMILES is CO.CO.CO.CO.CO.CO.CO. Its orbital gap is 10.190 eV. Its total charge is 0.

Q is the most stable structure; the next one sits 27.3 kcal/mol above it.

## P
# C3H4BrF

A structure of composition C3H4BrF (ωB97M-V/def2-TZVPD, the Open Molecules 2025 dataset).

XYZ file:
```
9
Properties=species:S:1:pos:R:3
C -1.0379 0.7851 -1.4157
C 0.0817 0.5851 -0.7079
C 1.0315 -1.1335 -0.6402
F 0.8111 1.4879 -0.0609
Br 0.1888 -2.3713 0.5454
H -1.6572 1.7328 -1.5243
H -1.5555 0.0235 -1.9682
H 0.8851 -1.6036 -1.7526
H 2.0799 -1.0493 -0.3976
```

Its orbital gap is 10.791 eV. Its total charge is 0.

## Q
# C3H4BrF

An isolated molecule of C3H4BrF (ωB97M-V/def2-TZVPD, the Open Molecules 2025 dataset).

XYZ file:
```
9
Properties=species:S:1:pos:R:3
C -0.2319 -0.4176 -0.1116
C -1.1308 0.6964 -0.5039
C 1.1001 -0.3337 0.7290
F -2.2318 0.4686 0.1547
Br 2.7086 -0.4401 -0.1677
H -0.8078 -1.1354 0.3462
H 0.2338 -0.8350 -1.0816
H -0.8305 1.5897 -0.9070
H 1.1903 0.4070 1.5420
```

Its orbital gap (spin up / spin down) is 7.867 / 8.869 eV. Its total charge is 0.

P is the most stable structure; the next one sits 38.6 kcal/mol above it.

## P
# C3H4BrF

A structure of composition C3H4BrF (ωB97M-V/def2-TZVPD, the Open Molecules 2025 dataset).

XYZ file:
```
9
Properties=species:S:1:pos:R:3
C -0.6022 1.3274 -0.1802
C -0.4021 0.0580 -0.0287
C 0.6291 -0.9320 0.2500
F -1.7995 -0.9587 -0.3420
Br 2.4013 -0.1947 -0.0998
H -1.5619 1.7399 -0.4331
H 0.2197 2.0158 -0.0545
H 0.6126 -1.2579 1.2919
H 0.5030 -1.7980 -0.4035
```

Its orbital gap is 10.940 eV. Its total charge is 0.

## Q
# C3H4BrF

An isolated molecule of C3H4BrF (ωB97M-V/def2-TZVPD, the Open Molecules 2025 dataset).

XYZ file:
```
9
Properties=species:S:1:pos:R:3
C -1.0324 0.2400 -0.9597
C -0.3184 -0.4403 -0.0818
F -0.4861 -1.7756 0.0367
C 0.7107 0.1006 0.8461
Br 2.4490 0.3179 -0.0628
H -1.7511 -0.2501 -1.5905
H -0.9037 1.3001 -1.0703
H 0.4439 1.0911 1.2081
H 0.8883 -0.5839 1.6743
```

The SMILES is C=C(F)CBr. Its orbital gap is 10.481 eV. Its total charge is 0.

Q is the most stable structure; the next one sits 30.5 kcal/mol above it.